C7N2O27Zr3 as an isolated structure. Source: OMol25; level of theory: ωB97M-V with the def2-TZVPD basis set.

Structure (XYZ):
```
39
Properties=species:S:1:pos:R:3:lowdin_charge:R:1
Zr -1.51 -2.41 1.92 2.038
Zr -0.32 3.47 2.19 1.900
Zr 2.02 -0.09 -2.29 2.051
C -4.14 -2.13 0.82 -0.755
O -2.94 -1.95 0.30 -0.201
O -4.94 -1.17 0.84 -0.027
O -3.71 -2.57 1.98 -0.284
C 2.35 3.50 0.36 -0.921
O 1.66 3.60 -0.67 0.040
O 1.63 3.53 1.47 -0.254
O 3.59 3.59 0.36 -0.044
C 3.29 -0.71 0.12 -0.690
O 2.89 0.43 -0.38 -0.269
O 3.48 -1.41 -1.01 -0.267
O 2.38 -1.43 0.68 -0.083
C -2.06 3.56 -0.05 -0.620
O -1.57 2.97 -1.02 0.130
O -2.25 3.19 1.19 -0.268
O -0.91 4.31 0.26 -0.285
C 0.75 1.82 -4.10 -0.707
O 0.80 0.53 -4.00 -0.275
O 1.31 2.06 -2.86 -0.327
O -0.33 2.49 -3.99 -0.067
C 1.67 -2.82 -3.23 -0.726
O 2.40 -1.82 -3.61 -0.281
O 2.15 -3.90 -2.73 -0.071
O 1.19 -2.22 -2.15 -0.245
C -0.51 -4.50 0.37 -0.700
O 0.56 -5.11 0.11 0.036
O -1.20 -4.47 1.47 -0.266
O -0.05 -3.22 0.41 -0.216
N -1.77 0.41 3.96 -0.530
O -1.28 1.44 3.48 -0.100
O -2.38 0.44 5.02 0.028
O -1.75 -0.65 3.29 -0.150
N -0.16 0.34 0.32 -0.390
O 0.23 0.24 -0.83 0.025
O 0.02 1.34 1.07 -0.089
O -0.59 -0.67 0.92 -0.142
```

Results
Energy above the lowest of the compared OMol25 structures with the same formula, charge and spin = 192.8 kJ/mol
HOMO-LUMO gap = 2.2 eV
Net charge = -4


C21H15CoN2O6 as an isolated structure. Source: OMol25; level of theory: ωB97M-V with the def2-TZVPD basis set.

Structure (XYZ):
```
45
Properties=species:S:1:pos:R:3:nbo_charge:R:1
Co 0.23 -0.94 -0.32 1.746
O -1.65 1.34 2.74 -0.665
C -2.92 0.97 2.47 0.366
C -3.94 1.53 3.23 -0.284
C -5.26 1.19 3.01 -0.154
C -5.58 0.28 2.01 -0.267
C -4.59 -0.27 1.22 -0.136
C -3.24 0.06 1.43 -0.187
C -2.21 -0.49 0.59 0.554
O -0.91 -0.34 0.89 -0.806
N -2.47 -1.12 -0.54 -0.390
N -1.36 -1.46 -1.18 -0.432
C -1.48 -2.05 -2.40 0.156
C -0.39 -2.48 -3.16 -0.235
C -0.53 -3.07 -4.44 -0.128
C 0.56 -3.56 -5.13 -0.253
C 1.84 -3.46 -4.60 -0.151
C 2.03 -2.82 -3.38 -0.291
C 0.96 -2.33 -2.64 0.451
O 1.16 -1.77 -1.47 -0.723
H -1.05 0.84 2.15 0.514
H -3.66 2.24 3.99 0.227
H -6.04 1.62 3.62 0.216
H -6.61 0.00 1.83 0.215
H -4.82 -0.97 0.44 0.230
H -2.49 -2.17 -2.77 0.208
H -1.52 -3.14 -4.85 0.214
H 0.41 -4.04 -6.09 0.220
H 2.69 -3.87 -5.12 0.220
H 3.02 -2.71 -2.95 0.230
O 4.46 0.18 1.23 -0.647
C 3.98 1.42 1.45 0.341
C 4.77 2.39 2.07 -0.303
C 4.28 3.67 2.27 -0.172
C 3.01 4.01 1.85 -0.241
C 2.23 3.06 1.21 -0.162
C 2.70 1.77 1.01 -0.170
C 1.78 0.79 0.39 0.756
O 1.02 1.13 -0.55 -0.689
O 1.70 -0.39 0.83 -0.728
H 5.34 0.09 1.61 0.481
H 5.76 2.13 2.40 0.206
H 4.90 4.40 2.77 0.215
H 2.63 5.01 2.01 0.215
H 1.23 3.31 0.86 0.233
```

Results
Multiplicity = 5
Energy above the lowest of the compared OMol25 structures with the same formula, charge and spin = 160.5 kJ/mol
HOMO-LUMO gap (alpha / beta) = 7.1 / 6.2 eV
Net charge = 0


A 2-piece molecular cluster, C4H11N2 overall. Source: OMol25; level of theory: ωB97M-V with the def2-TZVPD basis set.

Structure (XYZ):
```
17
Properties=species:S:1:pos:R:3:nbo_charge:R:1
C -2.40 -0.65 0.49 -0.061
C 3.67 0.76 -0.24 -0.334
C 2.92 -0.18 0.23 -0.405
C -0.33 0.14 -0.52 0.161
N -3.07 0.18 -0.39 -0.854
N -0.92 -0.30 0.53 -0.396
H -2.38 -1.59 0.04 0.223
H 4.33 0.58 -0.98 0.206
H -2.68 -0.76 1.54 0.218
H 3.41 1.74 0.07 0.196
H 2.13 -0.01 0.92 0.145
H 2.99 -1.22 -0.03 0.198
H 0.58 0.57 -0.41 0.217
H -0.76 0.34 -1.41 0.220
H -3.60 -0.22 -1.20 0.420
H -3.53 1.01 -0.02 0.405
H -0.36 -0.41 1.38 0.441
```

Results
Energy above the lowest of the compared OMol25 structures with the same formula, charge and spin = 333.6 kJ/mol
HOMO-LUMO gap = 8.7 eV
Net charge = +1


C28H36F12MnN2O26S4 as an isolated structure. Source: OMol25; level of theory: ωB97M-V with the def2-TZVPD basis set.

Structure (XYZ):
```
109
Properties=species:S:1:pos:R:3:mulliken_spin:R:1
Mn -18.36 -7.55 -1.33 5.116
C -18.53 -2.12 -0.32 -0.008
F -17.67 -1.32 0.34 -0.002
F -19.25 -2.86 0.65 -0.001
F -19.40 -1.39 -1.01 -0.001
S -17.57 -3.30 -1.59 0.020
O -16.78 -2.46 -2.42 -0.001
O -16.93 -4.35 -0.76 -0.002
N -18.85 -4.24 -2.25 -0.072
S -19.20 -3.36 -3.52 0.018
O -19.11 -1.90 -3.51 -0.026
O -18.70 -3.97 -4.69 -0.015
C -21.18 -3.58 -3.67 -0.001
F -21.68 -4.82 -3.53 0.000
F -21.69 -2.91 -2.62 0.000
F -21.59 -3.08 -4.92 0.000
C -19.32 -10.53 3.36 -0.003
F -19.42 -11.66 2.66 0.000
F -20.53 -9.92 3.36 -0.001
F -19.01 -10.72 4.58 0.000
S -17.90 -9.47 2.58 0.011
O -18.57 -8.13 2.35 -0.003
O -16.73 -9.37 3.49 0.000
N -17.59 -9.99 0.93 -0.028
S -16.74 -11.29 1.10 0.015
O -15.35 -10.91 0.70 -0.009
O -16.84 -12.05 2.35 -0.009
C -17.40 -12.51 -0.31 0.001
F -18.75 -12.65 -0.40 0.000
F -16.80 -12.11 -1.40 0.000
F -16.83 -13.65 -0.04 -0.001
C -27.41 -6.95 0.65 0.000
C -26.32 -8.09 0.69 0.000
C -26.17 -8.82 -0.59 0.000
O -24.77 -8.62 -0.94 0.000
C -24.20 -7.87 0.00 0.000
O -22.97 -7.70 -0.02 0.002
O -25.11 -7.40 0.88 0.000
H -27.58 -6.43 1.60 0.000
H -28.38 -7.37 0.37 0.000
H -27.22 -6.23 -0.15 0.000
H -26.35 -8.80 1.52 0.000
H -26.87 -8.47 -1.34 0.000
H -26.41 -9.82 -0.22 0.000
C -24.14 -12.93 8.33 0.000
C -23.29 -14.14 8.66 0.000
C -22.22 -13.81 9.74 0.000
O -22.37 -14.82 10.66 0.000
C -23.39 -15.55 10.40 0.000
O -23.69 -16.49 11.08 0.000
O -24.15 -14.97 9.39 0.000
H -24.90 -13.10 7.57 0.000
H -23.43 -12.16 8.02 0.000
H -24.75 -12.53 9.14 0.000
H -22.81 -14.70 7.86 0.000
H -22.29 -12.87 10.29 0.000
H -21.24 -13.86 9.28 0.000
C -13.81 -12.53 7.28 0.000
C -12.38 -12.49 6.87 0.000
C -11.96 -13.42 5.71 0.000
O -11.09 -12.65 4.91 0.000
C -11.02 -11.39 5.40 0.000
O -10.30 -10.52 4.95 0.000
O -11.81 -11.22 6.46 0.000
H -14.47 -13.37 7.08 0.000
H -14.40 -11.74 6.80 0.000
H -13.97 -12.30 8.34 0.000
H -11.82 -12.80 7.75 0.000
H -12.87 -13.71 5.19 0.000
H -11.43 -14.32 6.04 0.000
C -10.18 -16.98 -2.33 0.000
C -11.15 -18.13 -2.75 0.000
C -12.27 -18.25 -1.68 0.000
O -13.37 -18.34 -2.58 0.000
C -13.05 -18.06 -3.85 0.000
O -13.79 -18.13 -4.85 0.000
O -11.72 -17.78 -3.93 0.000
H -10.72 -16.08 -2.05 0.000
H -9.46 -16.86 -3.14 0.000
H -9.53 -17.24 -1.49 0.000
H -10.47 -18.96 -2.92 0.000
H -12.39 -17.37 -1.04 0.000
H -12.08 -19.20 -1.18 0.000
C -20.51 -17.36 -5.22 0.000
C -19.70 -18.24 -6.15 0.000
C -19.27 -19.67 -5.73 0.000
O -20.02 -20.49 -6.61 0.000
C -20.47 -19.76 -7.65 0.000
O -20.76 -20.38 -8.71 0.000
O -20.36 -18.42 -7.36 0.000
H -20.02 -16.48 -4.80 0.000
H -20.95 -17.88 -4.36 0.000
H -21.33 -16.94 -5.80 0.000
H -18.75 -17.77 -6.39 0.000
H -19.59 -19.71 -4.69 0.000
H -18.21 -19.85 -5.87 0.000
C -18.98 -2.43 10.88 0.000
C -18.71 -2.73 9.37 0.000
C -17.32 -3.29 9.01 0.000
O -17.57 -4.70 8.93 0.000
C -18.89 -4.89 8.84 0.000
O -19.36 -5.95 8.58 0.000
O -19.56 -3.79 9.05 0.000
H -19.03 -3.40 11.37 0.000
H -19.80 -1.76 11.16 0.000
H -18.19 -1.77 11.24 0.000
H -18.87 -1.82 8.80 0.000
H -16.56 -2.98 9.73 0.000
H -17.10 -3.02 7.98 0.000
```

Results
Multiplicity = 6
HOMO-LUMO gap (alpha / beta) = 3.7 / 4.4 eV
Net charge = 0


C2H6N4O4S3 as an isolated structure. Source: OMol25; level of theory: ωB97M-V with the def2-TZVPD basis set.

Structure (XYZ):
```
19
Properties=species:S:1:pos:R:3:nbo_charge:R:1
C 1.06 1.73 1.13 -0.070
C 0.68 2.75 0.30 -0.419
N 0.19 0.74 1.30 -0.192
N -0.86 0.83 0.52 -0.434
N 1.75 -2.06 -1.03 -1.104
N -2.69 -0.53 0.57 -1.070
O 0.15 -0.24 -1.07 -0.923
O 2.57 0.14 -0.54 -0.968
O -2.00 -0.37 -1.69 -0.924
O -0.88 -2.03 -0.03 -0.956
S -0.76 2.24 -0.46 0.758
S 1.44 -0.67 -0.19 1.722
S -1.38 -0.73 -0.46 2.419
H 1.96 1.68 1.85 0.260
H 1.34 3.62 0.08 0.291
H 0.84 -2.65 -1.14 0.426
H 2.62 -2.58 -1.01 0.410
H -2.46 -0.81 1.52 0.376
H -3.57 -1.05 0.35 0.398
```

Results
Energy above the lowest of the compared OMol25 structures with the same formula, charge and spin = 359.9 kJ/mol
HOMO-LUMO gap = 7.2 eV
Net charge = 0


C2H4ClN2 as an isolated structure. Source: OMol25; level of theory: ωB97M-V with the def2-TZVPD basis set.

Structure (XYZ):
```
9
Properties=species:S:1:pos:R:3:nbo_charge:R:1
C -1.66 0.09 -1.05 -0.296
C 1.73 -0.67 1.02 -0.228
N -0.35 1.73 0.05 -0.017
N -0.98 0.95 -0.48 0.053
Cl 1.60 0.93 1.00 0.475
H -2.39 -0.50 -0.51 0.262
H -1.54 -0.12 -2.11 0.264
H 2.22 -1.19 0.21 0.244
H 1.37 -1.22 1.88 0.244
```

Results
Energy above the lowest of the compared OMol25 structures with the same formula, charge and spin = 362.4 kJ/mol
HOMO-LUMO gap (alpha / beta) = 6.7 / 6.5 eV
Net charge = +1


Number 1: maximum force 12.6 eV Å⁻¹. Number 2: maximum force 5.1 eV Å⁻¹. Number 3: maximum force 3.5 eV Å⁻¹. Number 4: maximum force 6.2 eV Å⁻¹. Number 5: maximum force 4.0 eV Å⁻¹. Number 6: maximum force 3.0 eV Å⁻¹.